Formula: C4H7F2N
Source: OMol25
Level of theory: ωB97M-V/def2-TZVPD

Output
* HOMO: -0.3663 Eh
* HOMO-LUMO gap: 10.90 eV
* electronic energy: -411.070551 Ha
* SMILES string: C=C(C)C(N)(F)F
* multiplicity: 1
* charge: 0
* energy relative to the best compared isomer or geometry (same formula, charge and spin): 0.099 eV

Last column: Löwdin charge in e.
Atoms and positions in Å:
1 F -1.601 1.416 -0.188  0.08
2 H 1.862 -0.570 -0.371  0.07
3 H 0.788 0.599 -1.260  0.07
4 H -0.954 -2.091 1.425  0.12
5 H -1.818 -1.606 -0.878  0.12
6 F -2.159 -0.027 1.271  0.00
7 H 0.941 -1.903 1.598  0.09
8 C -0.037 -1.367 1.410  -0.09
9 H -2.917 -0.336 -1.374  0.08
10 C 0.905 -0.131 -0.504  0.07
11 C -1.492 0.085 0.023  -0.56
12 H -0.132 -0.803 2.430  0.12
13 C -0.044 -0.391 0.330  -0.33
14 N -2.016 -0.614 -1.106  0.16